1.
Formula: C12H10I2O
Source: the OMol25 dataset
Level of theory: ωB97M-V with the def2-TZVPD basis set

## Properties
net charge: 0
frontier orbital gap (alpha / beta): 8.45 / 4.09 eV

The geometry in XYZ format:
```
25
Properties=species:S:1:pos:R:3:nbo_charge:R:1
C 2.07 1.97 1.37 -0.2017
C 1.80 1.96 0.06 -0.2065
C 1.66 0.92 2.26 -0.2009
C 1.07 0.96 -0.52 -0.2162
C 0.95 -0.14 1.70 -0.1873
C 0.66 -0.17 0.26 -0.1761
C -2.52 -2.66 -1.40 -0.2893
C -1.44 -2.48 -2.09 -0.1215
C -2.50 -1.32 0.84 -0.2058
C -2.61 -1.87 -0.25 -0.0177
C -0.44 -1.29 -1.81 -0.0241
C 0.09 -1.30 -0.39 -0.0862
O -0.90 -0.01 -2.16 -0.7147
I -5.79 0.42 0.44 -0.0167
I 0.54 -3.11 0.41 0.2112
H 2.69 2.68 1.72 0.2007
H 2.14 2.69 -0.65 0.2148
H 2.18 0.94 3.19 0.2212
H 1.17 0.78 -1.55 0.2184
H 0.55 -0.91 2.33 0.2173
H -3.23 -3.46 -1.61 0.2431
H -1.29 -3.13 -2.93 0.2155
H -2.60 -0.72 1.67 0.2333
H 0.52 -1.40 -2.39 0.1971
H -1.00 0.61 -1.43 0.4921
```

=====

2.
Formula: C12H10N2O
Source: the OMol25 dataset
Level of theory: ωB97M-V with the def2-TZVPD basis set

## Properties
net charge: 0
frontier orbital gap: 10.20 eV
structure (SMILES): CC1=N[C@]2(C#N)[C@H](O1)[C@@H]2c1ccccc1

The geometry in XYZ format:
```
25
Properties=species:S:1:pos:R:3:nbo_charge:R:1
C 0.30 -2.70 -1.17 -0.6424
C 0.84 -1.54 -0.35 0.5711
N 1.47 -0.64 -1.01 -0.4459
C 2.07 0.26 -0.03 -0.0520
C 3.35 0.86 -0.22 0.2777
N 4.37 1.31 -0.47 -0.2902
C 1.70 -0.32 1.32 0.0780
O 1.03 -1.54 1.05 -0.4771
C 1.04 0.96 0.84 -0.2357
C -0.38 0.88 0.53 -0.0680
C -0.64 1.60 -0.61 -0.1694
C -1.91 1.60 -1.13 -0.2055
C -2.89 1.06 -0.32 -0.2092
C -2.68 0.41 0.88 -0.2088
C -1.37 0.23 1.29 -0.1809
H 0.60 -3.59 -0.84 0.2241
H 0.63 -2.63 -2.14 0.2422
H -0.74 -2.64 -1.16 0.2267
H 2.23 -0.51 2.26 0.2296
H 1.58 1.76 1.32 0.2483
H 0.07 2.14 -1.18 0.2190
H -2.31 2.04 -2.07 0.2256
H -3.98 1.15 -0.39 0.2137
H -3.45 0.04 1.47 0.2116
H -0.93 -0.18 2.12 0.2173
```

=====

Electronic energy in eV, matching the order above: -30848.8621 -17630.8018
ΔE to the lowest compared entry with this formula, charge and spin in kcal per mole, matching the order above: 81.1 13.4